ORCA calculation (wB97M-V/def2-TZVPD) on a molecular structure, C20H28AsF6K2N4O8S2.

XYZ file:
```
71
Properties=species:S:1:pos:R:3:forces:R:3:lowdin_charge:R:1
K -10.343670 5.004230 15.595160 0.1967 -0.2355 0.4074 0.549
K -5.856800 4.111830 16.779060 0.1718 0.1054 0.0225 0.712
As -8.461950 2.511880 18.146640 -1.5446 -0.4003 -0.2982 0.874
F -8.528810 2.051420 19.838890 -0.2074 0.0614 -0.0829 -0.266
F -9.486800 1.113160 17.707820 0.6853 0.7424 0.0834 -0.278
F -8.300540 3.040980 16.395410 0.0223 -0.0327 0.5824 -0.414
F -7.511220 3.922710 18.652060 -0.2353 -0.2709 -0.2000 -0.350
F -7.024840 1.522230 17.965530 -0.2679 0.4508 -0.2750 -0.267
F -10.001890 3.472450 18.197250 1.0355 -0.2698 0.0806 -0.322
C -6.939070 9.787630 17.192890 -1.4701 0.5390 1.2519 -0.187
C -7.261360 10.044780 18.680570 1.1604 -0.2721 0.0421 -0.182
O -7.688690 8.791790 19.230450 -0.3073 -2.0289 -0.4922 -0.222
S -7.892960 7.553530 18.050590 1.4673 1.5566 -0.2278 0.743
O -9.164080 6.873730 17.991340 0.8980 1.2488 0.1416 -0.273
O -6.699690 6.696820 18.041670 -1.5823 1.8191 -0.2226 -0.316
O -7.878000 8.780680 16.872590 -0.0529 -2.6472 -0.2943 -0.234
H -5.894770 9.489950 17.098440 -0.1492 -0.1465 -0.3698 0.127
H -7.217790 10.671510 16.619160 0.3338 -0.2331 -0.2566 0.137
H -8.003070 10.787010 18.975610 -0.0439 0.0021 -0.5953 0.129
H -6.282000 10.312910 19.076890 -0.2154 0.0040 0.7751 0.121
C -6.357640 1.359450 23.037720 -0.3490 2.5121 0.5075 -0.226
C -6.653510 0.884680 24.485380 0.0386 -1.4190 -1.3776 -0.114
O -5.885710 -0.327350 24.551020 1.8341 -1.1998 0.0058 -0.223
S -4.550320 -0.371630 23.557470 -0.8680 -1.4720 -0.1836 0.778
O -4.237710 -1.742020 23.054730 -1.7410 4.2504 1.2444 -0.245
O -3.472970 0.361910 24.164460 -1.0936 -0.2394 -0.7186 -0.236
O -5.399570 0.576470 22.453300 2.8153 -3.2372 -0.2934 -0.229
H -5.898540 2.348050 23.035930 -0.3714 0.5172 0.5158 0.121
H -7.185170 1.420870 22.330940 -0.4251 -0.3635 0.4098 0.126
H -7.672280 0.498550 24.518840 -0.0379 0.4852 0.4289 0.116
H -6.393830 1.555150 25.304610 -0.0079 0.0596 -0.3141 0.135
N -10.649950 1.711890 21.818230 -2.5558 0.9920 1.3635 0.039
C -10.709200 1.051760 23.045820 -1.0605 1.1513 0.3527 -0.123
C -11.991020 1.260230 23.632720 3.2592 -1.7243 -0.5148 -0.116
C -12.747010 1.880210 22.662630 -0.5108 2.1305 -0.2952 -0.153
C -11.917640 2.359920 21.665800 0.5045 -2.0591 -0.1228 -0.107
H -9.865060 1.837720 21.195160 -0.0594 -0.1048 0.1653 0.085
H -9.844880 0.615770 23.524640 0.0339 -0.0645 -0.3279 0.075
H -12.197200 1.000640 24.660590 -0.3722 -0.2906 -0.2694 0.088
H -13.793980 2.125310 22.763560 0.0421 0.1963 -0.0906 0.092
H -12.258600 2.979310 20.849410 0.6381 -0.2597 -0.3494 0.092
N -11.074810 -0.968710 18.929230 0.4880 0.2121 0.8183 0.010
C -10.639840 -2.256410 18.726870 -0.1242 0.3804 -1.4883 -0.141
C -11.679800 -3.104070 19.017780 1.1613 -0.2777 0.3882 -0.139
C -12.653400 -2.331020 19.623330 -1.5072 2.0938 0.6815 -0.124
C -12.282570 -0.957570 19.560510 -0.0652 -2.4643 -0.2445 -0.115
H -10.523060 -0.129860 18.819700 0.1237 -0.2744 -0.1857 0.097
H -9.736240 -2.466600 18.173940 0.0402 0.1788 0.1532 0.102
H -11.677110 -4.176290 18.888370 0.0073 0.0957 0.0733 0.091
H -13.542830 -2.725280 20.092220 -0.1117 0.1893 -0.1002 0.082
H -12.727340 -0.036510 19.907250 -0.0394 -0.2102 0.0128 0.091
N -4.866920 2.573990 20.309780 -1.5277 0.3234 2.0537 0.022
C -4.328590 3.800750 20.252170 0.8474 0.5911 -0.8211 -0.111
C -3.625350 3.823840 19.058690 0.6303 1.4360 0.8837 -0.164
C -3.712140 2.565630 18.470270 -0.7329 -0.9124 -0.8393 -0.152
C -4.600250 1.829550 19.243680 0.8960 -0.8781 -0.4210 -0.138
H -5.443940 2.286930 21.087440 0.1484 -0.1261 -0.5219 0.106
H -4.365810 4.506580 21.068760 -0.2327 -0.0544 -0.2008 0.119
H -3.046850 4.668280 18.714230 0.1352 -0.0879 0.0122 0.096
H -3.184860 2.250990 17.581810 -0.2038 -0.1098 -0.0299 0.098
H -5.059320 0.852290 19.218590 0.4274 0.0113 -0.4361 0.125
N -14.790250 3.530580 18.234160 1.2080 -0.7510 -0.4381 0.025
C -15.192620 2.227620 18.131820 -0.7371 0.3365 0.1264 -0.142
C -14.099380 1.471550 17.865030 -1.0640 -2.5124 -0.1450 -0.144
C -12.951060 2.246540 17.767340 -0.3749 0.6763 -0.0147 -0.106
C -13.417770 3.507540 17.990050 0.3221 2.1524 0.4716 -0.163
H -15.396300 4.305440 18.463050 0.5056 -0.0930 -0.1354 0.145
H -16.235810 1.958480 18.207380 0.1510 -0.0644 0.1232 0.109
H -14.169870 0.396650 17.787530 0.1658 -0.0095 -0.1548 0.095
H -11.949640 1.914610 17.536330 -0.0636 0.2084 0.1797 0.081
H -12.844050 4.418320 18.077930 -0.0814 0.0865 -0.0097 0.092
```
Positions in Å, forces in eV/Å.

Results
orbital gap (spin up / spin down): 3.26 / 6.87 eV
2S+1: 2
charge: 0
lowest unoccupied orbital energy (spin up / spin down): -0.36 / -0.36 eV

=====

ORCA calculation (wB97M-V/def2-TZVPD) on C4H5ClN2O in the gas phase.

XYZ file:
```
13
Properties=species:S:1:pos:R:3:forces:R:3:nbo_charge:R:1
C 0.558127 -1.631188 -0.231914 0.4865 -2.4396 -1.6313 -0.087
C -0.733034 -1.314802 -0.500457 -0.2868 -1.3083 -0.8373 -0.096
C 1.465292 0.398335 0.419662 2.8090 0.4197 0.5321 -0.071
C -0.928763 0.957597 -0.057351 -0.7023 0.2585 -1.9168 0.599
N 1.295945 -0.846974 0.665910 -0.7291 0.6394 -0.3174 -0.419
N -1.213476 -0.226931 0.150337 -1.2732 1.6917 1.4095 -0.514
O -1.157759 2.038493 0.674447 -1.9394 -0.7278 2.8835 -0.665
Cl -0.409177 1.496552 -1.711417 -0.2757 0.1467 0.5416 -0.090
H 0.952864 -2.670810 -0.601874 -0.5744 2.2512 0.9721 0.224
H -1.564101 -1.899990 -1.036149 1.9524 0.4370 0.8632 0.233
H 1.663949 0.872379 -0.614175 -1.0107 -0.9280 1.5941 0.192
H 1.781392 1.068041 1.304261 -0.3670 -1.0650 -1.3380 0.181
H -1.711258 1.759299 1.538720 1.9108 0.6245 -2.7552 0.515
```
Positions in Å, forces in eV/Å.

Results
structure (SMILES): C=N/C=C\N=C(\O)Cl
energy above the lowest of the compared OMol25 structures with the same formula, charge and spin: 325.2 kJ/mol
orbital gap: 8.51 eV
charge: 0
lowest unoccupied orbital energy: 0.24 eV

=====

ORCA calculation (wB97M-V/def2-TZVPD) on a molecular structure, CH3NO2S2.

XYZ file:
```
9
Properties=species:S:1:pos:R:3:forces:R:3:nbo_charge:R:1
C 0.428138 1.542716 0.539753 -1.2222 -2.0552 1.9190 0.546
N 0.266401 0.197444 0.645188 -2.3180 0.1780 1.4972 -0.803
O -0.102075 2.217761 1.418958 -0.4415 0.3344 -0.7253 -0.654
O 2.373592 2.919344 1.560182 1.0782 -0.0500 -0.2780 -0.908
S 1.424296 3.002568 4.270843 -0.0437 0.3815 -1.4957 -0.331
S 1.428172 3.581057 2.424584 -0.0426 0.3109 1.9884 1.163
H 1.080678 1.851325 -0.218558 0.9232 0.9969 -1.1769 0.160
H -0.498969 0.083962 1.443223 2.1676 -0.5135 -2.4656 0.420
H 0.338541 -0.434176 -0.159748 -0.1010 0.4170 0.7369 0.407
```
Positions in Å, forces in eV/Å.

Results
energy above the lowest of the compared OMol25 structures with the same formula, charge and spin: 34.4 kJ/mol
orbital gap: 8.39 eV
charge: 0
lowest unoccupied orbital energy: -0.89 eV

=====

ORCA calculation (wB97M-V/def2-TZVPD) on a molecular structure, C33H52N3O3P2Pb.

XYZ file:
```
94
Properties=species:S:1:pos:R:3:forces:R:3:lowdin_charge:R:1
C 2.071313 -1.848162 -1.045131 0.1509 0.3449 0.3984 -0.297
C 2.228079 0.343208 -1.898449 -0.2108 -0.7062 -0.3655 -0.347
C 2.982576 -2.322027 -2.010565 -0.3361 0.3302 -0.7192 0.026
C 2.895481 -0.160580 -3.052376 0.1698 0.3736 0.6781 0.025
C 3.345356 -1.473774 -3.060094 -0.2729 -0.1341 0.1447 0.003
H 3.276512 -3.370455 -2.024435 -0.0031 0.2725 0.0876 0.138
H 3.111266 0.521161 -3.867350 0.0959 -0.0918 0.0529 0.130
H 3.929067 -1.843333 -3.900637 -0.0660 0.0457 0.2174 0.135
N 1.753974 -0.548474 -0.948431 0.0220 -0.4125 0.0598 0.045
P -0.090907 -2.724333 0.736788 -0.2783 -0.9593 -0.1076 1.026
P 1.355431 2.397032 -0.244203 -0.1844 1.7137 0.3669 1.129
C 1.538344 -2.904449 -0.055893 0.8371 0.2882 -0.4240 -0.271
H 1.509745 -3.847269 -0.617533 0.0796 0.0832 0.2607 0.086
H 2.298307 -3.026893 0.731806 -0.1685 -0.0015 -0.1883 0.101
C 1.992532 1.739233 -1.750549 -0.7909 -0.4592 -1.5907 -0.193
H 2.165594 2.398474 -2.650048 -0.3700 -0.9009 1.0363 0.122
C -0.116311 3.773606 -0.390000 -0.0376 0.1010 -0.2424 -0.614
C 3.040726 3.118126 0.337458 0.3224 -0.2058 0.9309 -0.623
C -1.246222 -3.615051 -0.492680 -0.2197 0.2482 0.1864 -0.653
C 0.046685 -3.651413 2.395515 -0.1493 0.2062 0.0160 -0.667
C -1.460427 3.353003 0.253134 0.1265 -0.5286 0.2022 -0.112
H -1.364184 3.133713 1.325447 0.0720 0.0794 -0.1458 0.068
H -2.166328 4.202885 0.159776 0.4469 -0.4068 -0.0387 0.113
H -1.934835 2.484013 -0.227626 0.1880 0.2366 -0.0144 0.046
C 0.301295 5.066459 0.320351 0.3897 0.0599 0.1471 -0.081
H 0.426838 4.897220 1.397074 -0.0442 0.0978 -0.2464 0.085
H 1.226723 5.490951 -0.081464 -0.2278 -0.0426 0.0686 0.075
H -0.491501 5.825024 0.200935 0.2307 -0.3797 -0.0773 0.113
C -0.380402 4.010706 -1.877720 0.1317 -0.0923 -0.2898 -0.082
H -1.157504 4.791591 -1.976294 0.3501 -0.3284 0.0306 0.115
H 0.510768 4.346300 -2.426636 -0.2406 -0.0030 0.1407 0.086
H -0.761325 3.094835 -2.353672 0.0718 0.2581 0.0143 0.067
C 2.959822 3.772970 1.733494 -0.1564 0.2557 0.0764 -0.084
H 2.341944 3.183111 2.424561 0.1606 0.1499 -0.1283 0.071
H 3.967431 3.844621 2.181032 -0.3842 -0.0703 -0.3295 0.107
H 2.562234 4.791600 1.674095 0.0603 -0.3128 0.1291 0.068
C 4.067406 1.967268 0.442813 -0.0016 -0.2134 -0.2297 -0.100
H 3.741811 1.159637 1.124714 0.1998 0.6060 -0.5318 0.008
H 4.287583 1.549729 -0.544513 0.0629 -0.0239 0.1872 0.077
H 5.006892 2.392169 0.843286 -0.4416 -0.1658 -0.2095 0.113
C 3.419880 4.126194 -0.779964 -0.0155 0.3543 -0.3394 -0.059
H 2.783128 4.069992 -1.679619 0.2434 0.2234 0.4658 0.055
H 3.359888 5.157905 -0.408825 0.0976 -0.3216 -0.0987 0.094
H 4.440791 3.944942 -1.150798 -0.2454 -0.0162 0.3100 0.111
C -1.332042 -3.614675 3.083602 -0.1261 0.0415 0.0848 -0.076
H -1.209023 -3.927580 4.131821 0.0101 0.0394 -0.2933 0.105
H -1.769748 -2.603885 3.081699 0.1101 -0.3465 -0.0231 0.060
H -2.044515 -4.311319 2.622399 0.2480 0.2162 0.1439 0.080
C 1.061856 -2.906003 3.279371 0.0214 0.0708 -0.0920 -0.100
H 2.066585 -2.887403 2.836861 -0.1739 0.0135 0.1636 0.077
H 0.747871 -1.876568 3.497796 0.0195 -0.0958 -0.0493 0.062
H 1.136251 -3.436497 4.241994 -0.0025 0.1907 -0.3147 0.110
C 0.518243 -5.104202 2.237955 0.0364 -0.2039 -0.0048 -0.064
H 0.733535 -5.497111 3.242955 -0.0050 0.1392 -0.2433 0.109
H -0.246651 -5.758112 1.808988 0.2771 0.2417 0.1243 0.068
H 1.439072 -5.195291 1.647685 -0.1638 -0.0001 0.1247 0.091
C -0.998503 -3.009141 -1.890402 0.0337 -0.0317 0.2695 -0.083
H -1.793543 -3.357450 -2.557332 0.0764 0.0645 0.0694 0.107
H -1.015122 -1.920064 -1.877018 0.0420 -0.0041 -0.0895 0.038
H -0.051822 -3.351168 -2.314895 -0.0143 0.0499 0.0130 0.085
C -2.686503 -3.326972 -0.031288 -0.2017 -0.0323 -0.0490 -0.085
H -2.846422 -2.256424 0.153282 -0.0420 -0.2997 -0.0100 0.047
H -3.381774 -3.641993 -0.823902 0.1640 0.0679 0.2085 0.105
H -2.953312 -3.885200 0.877611 0.1140 0.2253 -0.3723 0.075
C -1.022438 -5.131375 -0.610975 -0.0319 -0.1787 0.0803 -0.064
H 0.019714 -5.392577 -0.839390 -0.2287 0.0093 0.0814 0.088
H -1.348702 -5.699296 0.269267 0.0753 0.2907 -0.3015 0.078
H -1.634629 -5.490423 -1.454125 0.1889 0.1647 0.2030 0.111
Pb -0.321386 0.045036 0.892797 -0.7244 -0.3887 0.3791 1.276
C 3.086273 0.434509 3.193684 -0.5850 -1.5735 2.3867 0.075
O 2.913548 -0.196096 4.131530 0.4329 1.4166 -2.0417 0.072
N -2.187216 -0.062972 -0.801773 -2.0039 0.3315 -2.7856 0.073
C -2.732447 0.101584 -1.843418 3.1104 0.3023 3.0732 -0.063
C -2.818490 0.491212 -3.214370 -0.5923 0.0105 -0.4301 -0.233
C -4.041672 0.590351 -3.885638 -0.0281 -0.1808 0.0499 -0.008
C -1.594161 0.778006 -3.853459 0.1138 -0.1655 -0.0934 -0.042
C -4.034919 0.852336 -5.251952 -0.3311 0.2653 -0.0784 -0.032
H -4.962497 0.469057 -3.307076 0.2483 -0.0753 -0.4480 0.134
C -1.593574 1.086679 -5.217903 -0.0181 -0.1635 0.6986 -0.041
H -0.677387 0.736308 -3.241502 -0.3983 0.0194 -0.5470 0.102
C -2.819372 1.072191 -5.906147 0.3765 0.4653 -0.2680 -0.029
H -4.991508 0.942106 -5.799030 0.7526 -0.1394 0.3479 0.136
H -0.635996 1.340561 -5.704248 -0.7753 -0.2173 0.1244 0.124
H -2.805260 1.327204 -6.972260 -0.1406 -0.2302 0.4360 0.129
N -2.392463 1.566544 5.484809 -0.4543 -0.1590 0.6605 0.190
C -3.113068 0.749482 4.463827 0.0883 -0.0566 -0.1379 -0.026
C -2.066129 0.492743 3.388361 0.9882 -0.6250 -1.5205 -0.648
O -2.296427 -0.389809 2.494133 0.5224 1.3917 0.8863 -0.154
O -1.010419 1.199820 3.458535 -0.9460 -0.7085 -0.2769 -0.127
H -2.034499 0.947043 6.217227 0.1388 0.2564 -0.0290 0.182
H -3.009318 2.241027 5.934970 0.1081 0.1822 0.0337 0.178
H -1.585790 2.004904 4.985183 -0.1719 -0.1520 0.0755 0.150
H -3.486630 -0.173552 4.909958 0.0419 0.1273 -0.1145 0.151
H -3.953014 1.323023 4.063075 0.1557 -0.1171 0.0048 0.154
```
Positions in Å, forces in eV/Å.

Results
orbital gap (spin up / spin down): 5.14 / 6.47 eV
charge: +3
lowest unoccupied orbital energy (spin up / spin down): -10.75 / -9.64 eV

=====

no.,molar mass (g/mol),strongest force on any atom (Eh/bohr)
1,783.70,0.09254
2,132.55,0.06905
3,125.17,0.06462
4,807.95,0.08524